# C19H38O16

A structure of composition C19H38O16 in a non-equilibrium geometry (ωB97M-V with the def2-TZVPD basis set, the OMol25 dataset).

Each line ends with the Mulliken charge.
Atoms and positions in Å:
O: -28.5429 -19.0119 -32.1200  -0.387
O: -24.5691 -15.0706 -31.5418  -0.225
O: -26.2177 -13.4949 -31.2512  -0.440
O: -33.1773 -18.2715 -25.8542  -0.637
O: -31.2794 -17.2683 -26.5273  -0.429
O: -27.7770 -15.2756 -29.0657  -0.554
O: -26.5958 -16.4372 -27.8080  -0.655
O: -28.7728 -16.2558 -25.0144  0.016
O: -29.2042 -17.8710 -30.1938  -0.316
O: -31.5916 -19.4509 -26.9946  -0.237
O: -27.5368 -19.3806 -30.1735  -0.412
O: -29.8018 -15.9588 -23.1684  -0.301
O: -24.4154 -12.9777 -32.5777  -0.620
O: -24.6528 -17.6401 -27.6829  -0.627
O: -26.5110 -18.2282 -26.4953  0.087
O: -27.5176 -15.9310 -23.0817  -0.595
C: -23.3333 -15.3788 -32.1356  -0.826
C: -25.7339 -19.2647 -25.8630  -1.043
C: -32.0648 -18.3580 -26.4125  0.453
C: -28.5344 -18.6867 -30.8236  0.760
C: -27.4974 -19.3608 -28.7549  -0.068
C: -27.1097 -14.5038 -30.6644  0.076
C: -24.9939 -13.7519 -31.7912  0.644
C: -26.2480 -15.1900 -28.3244  -0.996
C: -28.3923 -14.5427 -27.9267  0.281
C: -25.8062 -17.3907 -27.3004  0.683
C: -32.3579 -20.6097 -26.7845  -0.744
C: -29.5317 -18.4788 -32.8852  -0.679
C: -29.8986 -17.3626 -26.8502  -1.397
C: -29.9789 -15.8323 -29.0175  -0.567
C: -28.5632 -16.0540 -23.7041  0.523
C: -28.6656 -16.3929 -29.4450  1.003
C: -29.8788 -14.5723 -28.1589  -1.051
C: -30.0415 -15.5352 -21.8315  -0.751
C: -27.6706 -16.5703 -25.9086  -2.026
H: -25.9082 -15.4140 -29.3356  0.610
H: -25.4471 -14.6404 -27.8299  0.334
H: -27.1365 -17.5028 -25.7264  1.360
H: -28.3284 -17.2350 -28.8407  -1.665
H: -30.6812 -15.7619 -29.8482  0.727
H: -33.4092 -20.4729 -27.0379  0.316
H: -28.7089 -16.7104 -30.4868  0.537
H: -22.7479 -14.5849 -32.5994  0.349
H: -30.4632 -14.5866 -27.2389  0.473
H: -28.1921 -14.3757 -30.6602  0.092
H: -26.7436 -20.0692 -28.4109  0.307
H: -27.0995 -14.5165 -28.2268  -0.571
H: -26.2138 -19.5376 -24.9231  0.358
H: -29.6195 -17.3981 -32.7739  0.278
H: -29.2554 -14.9418 -21.3645  0.336
H: -28.4155 -19.7374 -28.3040  0.273
H: -31.8706 -21.2234 -27.5421  0.242
H: -26.9386 -15.7754 -26.0523  0.888
H: -23.5571 -16.0942 -32.9269  0.291
H: -32.3341 -20.9234 -25.7409  0.301
H: -29.2466 -18.0900 -26.3664  0.603
H: -29.5436 -18.8155 -33.9218  0.285
H: -29.3515 -16.4205 -26.8162  0.934
H: -28.0826 -16.7148 -26.9073  -1.196
H: -30.4667 -16.3806 -21.2906  0.274
H: -30.8917 -14.8544 -21.8732  0.264
H: -22.7690 -15.9090 -31.3684  0.272
H: -30.2341 -13.7810 -28.8189  0.336
H: -26.8788 -15.4226 -31.2035  0.508
H: -24.7533 -19.0393 -25.4438  0.361
H: -28.1102 -15.0620 -27.0108  0.645
H: -25.4981 -20.1606 -26.4374  0.315
H: -30.0291 -17.7956 -27.8420  0.942
H: -26.8873 -14.6934 -29.6142  0.119
H: -30.4486 -18.8197 -32.4044  0.301
H: -30.4642 -16.5803 -28.3906  0.304
H: -28.0838 -13.5012 -27.8366  0.549
H: -27.3199 -18.3902 -28.2919  0.400

As for the charge: 0. The gap between HOMO and LUMO is 8.04 eV. The calculation puts the largest force on an atom at 19.99 eV Å⁻¹.

***

# C19H38O3Si2

A structure of composition C19H38O3Si2 in a non-equilibrium geometry (ωB97M-V with the def2-TZVPD basis set, the OMol25 dataset).

Each line ends with the Mulliken charge.
Atoms and positions in Å:
Si: 2.7530 -3.1679 -4.8075  0.463
Si: 1.3931 -1.2746 -3.2684  0.575
O: 2.2470 -0.8704 0.2503  -0.475
O: 2.5352 -1.0773 -1.9981  -0.257
O: 2.3132 -1.4973 -4.7018  -0.325
C: -4.6705 3.2203 -2.4398  -0.350
C: -2.3700 1.1004 -2.3552  -0.127
C: -0.6822 -4.2201 -0.1680  -0.539
C: 1.5637 2.3286 4.3006  -0.767
C: 2.6094 -0.0339 4.2546  -0.467
C: 2.1937 -4.0693 -0.8099  -0.322
C: -2.9931 1.6586 -3.6342  -0.776
C: -0.0435 -2.9180 -0.2761  -0.233
C: 2.0857 -1.4977 -0.7571  0.165
C: 1.4916 0.8918 3.7769  -0.382
C: -1.1835 1.9161 -1.8551  -1.179
C: 1.3681 -2.8866 -0.5929  0.505
C: 1.5699 2.4699 5.8228  -0.390
C: 1.5549 -5.3725 -0.7023  -0.565
C: -3.5898 3.0627 -3.5095  -0.746
C: -5.9029 2.3602 -2.6930  -1.190
C: 3.9950 0.4086 3.8001  -1.184
C: 0.1449 -5.4030 -0.3817  -0.316
C: 0.3030 1.9417 6.4850  -1.170
H: -1.7632 -4.3451 0.0725  0.364
H: -4.2631 2.9956 -1.4495  0.243
H: -3.7662 0.9653 -3.9803  0.342
H: 2.4436 1.9679 6.2491  0.235
H: 2.5903 -0.1271 5.3448  0.308
H: 0.3461 2.1018 7.5647  0.378
H: -2.7896 3.7822 -3.3091  0.301
H: 4.2249 -3.2061 -4.7218  -0.121
H: -1.4771 2.9324 -1.5856  0.396
H: -0.3534 -6.4005 -0.2987  0.313
H: -0.6038 -1.9590 -0.1559  0.400
H: -0.7550 1.4493 -0.9646  0.281
H: 0.5369 -2.4523 -3.1527  -0.083
H: -4.9788 4.2698 -2.4128  0.368
H: -6.6543 2.5406 -1.9212  0.375
H: 4.2629 1.3838 4.2125  0.321
H: -3.1227 1.0213 -1.5652  0.319
H: 3.2665 -3.9208 -1.0508  0.446
H: 0.5284 0.4525 4.0558  0.335
H: -0.5809 2.4589 6.1034  0.289
H: -5.6629 1.2952 -2.6760  0.283
H: -0.4014 1.9730 -2.6156  0.266
H: 2.1868 -6.2682 -0.8691  0.374
H: 2.2436 -3.7916 -6.0331  -0.143
H: 0.1753 0.8707 6.3160  0.279
H: 4.7486 -0.3085 4.1342  0.377
H: 0.5264 -0.0891 -3.3481  -0.179
H: 1.5005 0.9240 2.6821  0.172
H: -4.0093 3.3460 -4.4810  0.391
H: 0.7105 2.8854 3.8970  0.392
H: -2.2325 1.6767 -4.4227  0.352
H: 4.0466 0.4682 2.7105  0.250
H: 2.4185 -1.0362 3.8586  0.372
H: 2.4563 2.8184 3.8988  0.310
H: 2.2206 -3.9517 -3.6796  -0.085
H: -6.3514 2.5973 -3.6609  0.292
H: -2.0290 0.0787 -2.5562  0.182
H: 1.6752 3.5307 6.0708  0.355

As for the charge: 0. The gap between HOMO and LUMO is 9.93 eV. The calculation puts the largest force on an atom at 2.65 eV Å⁻¹.

***

# C19H39Br16FNO7PS3

A cluster of 9 separate species, C19H39Br16FNO7PS3 in total in a non-equilibrium geometry (ωB97M-V with the def2-TZVPD basis set, the OMol25 dataset).

Each line ends with the Mulliken charge.
Atoms and positions in Å:
Br: 0.1567 4.5189 -3.4193  -0.145
Br: -5.6881 1.3585 -5.3862  -0.132
Br: -1.6704 2.7061 0.7444  -0.147
Br: -4.8278 1.5210 5.9764  -0.116
Br: 5.4113 4.3487 -0.2505  -0.129
Br: -2.1940 -0.9233 4.8542  -0.126
Br: 3.2947 -1.9844 0.3118  -0.069
Br: -6.0234 -1.9637 5.6928  -0.133
Br: -2.4388 0.5454 -6.9166  -0.041
Br: 2.2970 1.7740 -4.5910  -0.127
Br: 6.3514 0.7851 0.2467  -0.091
Br: 0.9357 -1.7796 3.1820  -0.122
Br: 5.2461 -4.0588 -2.0751  -0.137
Br: 1.8825 3.4616 1.5610  -0.125
Br: -0.2337 1.0261 6.5751  -0.061
Br: -1.2092 4.5650 6.4144  -0.146
S: -1.2673 -3.5827 -1.6382  0.974
S: -2.7698 -3.0526 -4.7420  1.325
S: 0.1104 -4.7825 -5.3185  -0.123
P: 1.7112 -3.1657 -3.3455  0.615
F: -3.5585 -1.6820 -5.0158  -0.119
O: -2.4262 -4.3562 -1.2623  -0.595
O: -3.5901 -3.8256 -3.8391  -0.607
O: -0.5206 -3.2559 -0.4314  -0.397
O: 2.6633 -3.4367 -4.6978  -0.490
O: -2.6106 -3.7128 -6.0190  -0.628
O: -0.4924 -4.5006 -2.7530  -0.263
O: -1.4878 -2.3059 -2.6430  -0.272
N: -0.6877 -1.5046 -4.7600  -0.323
C: 4.3106 -3.6190 0.5948  -0.681
C: 1.8028 -1.3350 -3.1224  -1.178
C: -1.8314 -2.3314 3.5586  -0.605
C: 0.8832 3.0001 -2.4391  -0.134
C: -0.5470 3.5271 7.9239  -0.571
C: -0.0651 -3.6858 -3.8506  -0.057
C: -0.4865 -2.9509 3.8114  -0.662
C: 2.2865 2.6885 -2.8733  -0.526
C: -0.7961 2.9003 2.4752  -0.416
C: 0.5269 2.5650 7.4950  -0.644
C: -6.9890 -0.3497 6.1954  -0.566
C: -1.1229 -2.5918 -3.9803  0.052
C: 0.2335 3.9968 2.4667  -0.508
C: 5.5913 -3.6597 -0.1991  -0.430
C: -6.5500 0.8364 5.3791  -0.593
C: -3.8666 1.6973 -7.5680  -0.575
C: 7.0591 2.4138 1.0496  -0.638
C: 5.9928 3.4339 1.3684  -0.506
C: -4.4971 2.4755 -6.4455  -0.567
H: 0.8608 -0.9238 -2.7777  0.415
H: -1.5962 3.1389 3.1687  0.250
H: 1.2505 3.0118 6.8216  0.371
H: -0.1496 4.2587 8.6233  0.356
H: 0.8637 3.2968 -1.3955  -0.034
H: 0.2008 2.1714 -2.5895  0.261
H: -6.8363 -0.2098 7.2596  0.362
H: 7.7973 2.7991 0.3554  0.376
H: -2.6266 -3.0607 3.6942  0.381
H: 4.5256 -3.6308 1.6607  0.394
H: -6.4496 0.6110 4.3233  0.363
H: 2.0314 -0.8370 -4.0686  0.300
H: -4.5709 1.0611 -8.0918  0.381
H: 2.9068 3.5712 -2.9791  0.452
H: 6.4050 4.2131 2.0050  0.340
H: 6.1491 -2.7300 -0.1713  0.216
H: 3.6438 -4.4390 0.3513  0.388
H: -0.3001 -3.1464 4.8616  0.434
H: -1.4042 3.0336 8.3681  0.365
H: 2.7592 1.9994 -2.1761  0.288
H: 6.2244 -4.4710 0.1518  0.359
H: -5.1249 3.2709 -6.8399  0.341
H: -1.2649 -1.3654 -5.5758  0.059
H: 3.4834 -3.7925 -4.3846  0.250
H: -3.7687 2.8971 -5.7619  0.364
H: -1.9167 -1.8889 2.5717  0.316
H: 0.2253 -1.7227 -5.1199  0.228
H: 1.0451 2.1575 8.3600  0.346
H: -0.3720 -3.8732 3.2467  0.377
H: 2.6250 -1.0933 -2.4699  0.477
H: -0.1121 4.8972 1.9712  0.407
H: -7.2443 1.6636 5.5064  0.338
H: -8.0363 -0.5742 6.0077  0.330
H: 0.5352 4.2382 3.4828  0.266
H: 1.0507 -5.6775 -4.9263  0.190
H: 5.1085 3.0166 1.8383  0.275
H: -3.3903 2.3685 -8.2784  0.328
H: 7.5561 2.0802 1.9573  0.346
H: -0.3828 1.9325 2.7254  0.301

As for the charge: 0. The gap between HOMO and LUMO is 9.13 eV. The calculation puts the largest force on an atom at 5.48 eV Å⁻¹.

***

# C19H39IN2O8P

The ion C19H39IN2O8P with charge +1 in a non-equilibrium geometry (ωB97M-V with the def2-TZVPD basis set, the OMol25 dataset).

Each line ends with the Mulliken charge.
Atoms and positions in Å:
I: 4.1475 -4.8655 -1.1000  0.056
P: -3.2699 0.3906 -0.9366  0.717
O: -4.3314 -1.0318 -1.0386  -0.590
O: -1.2230 1.4896 -2.1751  0.030
O: 0.3018 0.3673 5.5703  -0.532
O: -1.0225 0.5029 3.4424  -0.277
O: -3.4131 1.2556 0.5649  -0.553
O: -4.0193 1.3849 -1.9761  -0.789
O: -0.4418 1.1262 0.3000  -0.016
O: 2.6102 2.8900 -0.3885  -0.325
N: -1.5041 -0.9874 -2.6072  -0.216
N: -0.4063 -1.4031 0.2831  1.323
C: 1.2148 3.1514 0.0103  -0.208
C: 4.3790 2.3745 1.4849  -0.735
C: -0.8228 0.6160 4.8951  0.581
C: 0.8643 -2.1178 0.6379  -1.244
C: 0.7215 1.7734 0.8235  0.259
C: -1.3147 1.5617 -3.6204  -0.049
C: -1.5719 -2.3525 -1.9593  -0.336
C: -1.0992 -1.2568 1.6615  -0.742
C: -1.2569 3.1823 -4.0287  -0.939
C: -1.5118 0.1249 -1.6198  -0.104
C: -1.3427 -2.4404 -0.3719  -0.824
C: 3.5779 3.4644 0.5588  -0.246
C: 1.1002 0.0626 -1.3695  -0.882
C: -2.1401 1.1707 5.7639  -0.906
C: -0.6678 -3.3706 -2.9027  -1.054
C: -0.2965 -0.0941 -0.4744  -0.191
C: -0.2559 -0.6625 2.8880  -0.531
C: 2.9290 -3.7180 0.3324  -1.101
C: 1.5990 -3.0691 -0.4532  0.129
H: -2.4328 -2.3205 0.1099  0.555
H: 3.5899 -2.7712 0.6280  0.429
H: -4.6667 -1.1432 -1.9767  0.375
H: 4.4055 4.0094 -0.1068  0.327
H: -3.3509 2.2497 0.4519  0.364
H: 0.7297 -2.8522 1.5743  0.485
H: -0.6753 -1.0517 -3.2290  0.516
H: -2.1374 -0.7293 1.5975  0.242
H: 1.2036 -0.7287 -2.2250  0.276
H: -1.0644 -3.5584 -0.0544  0.503
H: -2.2854 1.1120 -4.0944  0.278
H: -0.5286 -4.3957 -2.3454  0.321
H: 0.3970 2.2203 1.8879  0.256
H: 0.9490 -4.0300 -0.7362  0.105
H: 2.6405 -4.3021 1.3048  0.467
H: -3.1435 0.8587 5.1978  0.272
H: 1.0557 4.1290 0.6332  0.381
H: -2.3516 3.5328 -4.3489  0.297
H: 1.6885 -1.3388 1.0135  0.262
H: 0.4313 -2.9177 -3.0130  0.305
H: 3.1396 4.3085 1.2570  0.217
H: 5.5491 2.5799 1.3789  0.293
H: 2.0388 -2.5527 -1.4007  0.336
H: -0.3100 1.1094 -4.0693  0.200
H: 4.2189 1.2536 1.1901  0.099
H: 1.2574 1.1113 -1.8575  0.240
H: -2.6928 -2.7199 -2.1651  0.204
H: -1.3505 -2.3857 1.9716  0.659
H: -1.2011 -3.4675 -3.9543  0.325
H: -1.0083 3.8218 -3.0536  0.198
H: 0.8218 -0.2702 2.6996  0.154
H: 0.5780 3.1398 -0.9958  -0.199
H: -0.4695 3.4062 -4.8759  0.301
H: -2.1283 2.3630 5.7065  0.282
H: 4.1552 2.4606 2.6458  0.255
H: 2.0879 -0.0786 -0.7101  0.123
H: -0.1884 -1.4593 3.7719  0.598
H: 1.6468 1.0783 1.1167  -0.319
H: -2.1322 0.8099 6.8799  0.316

As for the charge: +1. The gap between HOMO and LUMO is 9.11 eV. The calculation puts the largest force on an atom at 10.19 eV Å⁻¹.